one:
DFT (ωB97M-V with the def2-TZVPD basis set) results for a 11-piece molecular cluster, C22H66O11 overall.

Each line ends with the Löwdin charge.
Atoms and positions in Å:
C 6.487 -13.820 8.215  -0.106
C 7.380 -12.677 7.747  -0.310
O 8.526 -13.262 7.145  -0.086
H 6.927 -14.396 9.030  0.071
H 6.299 -14.545 7.424  0.071
H 5.463 -13.596 8.514  0.069
H 7.742 -12.189 8.652  0.101
H 6.842 -11.939 7.152  0.113
H 8.865 -13.920 7.756  0.077
C 4.309 -14.338 2.390  -0.102
C 5.697 -14.658 1.892  -0.311
O 5.613 -15.560 0.764  -0.092
H 4.375 -13.582 3.172  0.071
H 3.762 -15.212 2.744  0.076
H 3.750 -13.939 1.544  0.070
H 6.270 -15.082 2.716  0.108
H 6.212 -13.762 1.545  0.106
H 5.462 -15.023 -0.018  0.073
C 10.440 -3.253 8.667  -0.085
C 9.816 -2.046 9.409  -0.336
O 9.679 -0.988 8.521  -0.075
H 11.399 -3.022 8.203  0.067
H 9.873 -3.594 7.801  0.066
H 10.580 -4.128 9.302  0.068
H 10.458 -1.713 10.225  0.108
H 8.852 -2.361 9.809  0.103
H 9.692 -0.175 9.031  0.084
C 6.238 -7.641 11.235  -0.091
C 4.950 -8.024 11.970  -0.334
O 5.194 -8.095 13.359  -0.080
H 6.632 -6.654 11.480  0.069
H 6.102 -7.650 10.153  0.068
H 6.925 -8.430 11.538  0.072
H 4.532 -8.977 11.648  0.110
H 4.175 -7.294 11.735  0.103
H 5.191 -7.209 13.728  0.082
C 2.706 -5.875 -1.366  -0.112
C 3.895 -6.704 -1.744  -0.330
O 4.937 -5.754 -1.671  -0.087
H 2.935 -5.468 -0.381  0.074
H 1.814 -6.496 -1.284  0.073
H 2.574 -5.042 -2.057  0.080
H 3.802 -7.179 -2.720  0.115
H 3.947 -7.458 -0.958  0.106
H 5.136 -5.591 -0.747  0.082
C 9.085 -0.920 1.219  -0.086
C 9.754 -0.863 2.587  -0.330
O 8.816 -1.242 3.568  -0.089
H 9.819 -0.695 0.445  0.069
H 8.360 -0.110 1.129  0.071
H 8.597 -1.853 0.937  0.073
H 10.160 0.126 2.798  0.109
H 10.550 -1.602 2.678  0.104
H 9.112 -0.993 4.447  0.079
C 8.157 -8.450 2.471  -0.090
C 7.984 -7.307 3.468  -0.342
O 7.563 -6.202 2.716  -0.073
H 8.781 -8.057 1.668  0.074
H 7.237 -8.802 2.004  0.068
H 8.632 -9.307 2.950  0.070
H 8.943 -7.199 3.975  0.105
H 7.273 -7.539 4.261  0.104
H 7.667 -5.399 3.233  0.084
C 14.367 -7.328 4.212  -0.082
C 14.142 -7.924 2.822  -0.338
O 15.397 -8.024 2.223  -0.087
H 14.788 -6.323 4.249  0.072
H 15.016 -7.936 4.841  0.074
H 13.384 -7.301 4.683  0.065
H 13.476 -7.402 2.135  0.108
H 13.790 -8.954 2.882  0.107
H 15.334 -8.754 1.603  0.081
C 11.657 -13.494 -0.349  -0.087
C 11.703 -14.789 -1.190  -0.319
O 12.879 -14.630 -1.954  -0.093
H 11.501 -12.612 -0.970  0.071
H 12.583 -13.416 0.221  0.072
H 10.851 -13.539 0.383  0.065
H 10.854 -14.885 -1.867  0.107
H 11.810 -15.642 -0.521  0.106
H 12.993 -15.437 -2.462  0.079
C 11.919 -5.025 -4.836  -0.094
C 10.683 -5.138 -3.951  -0.344
O 9.587 -5.446 -4.785  -0.071
H 12.733 -4.561 -4.278  0.069
H 11.698 -4.355 -5.667  0.074
H 12.258 -6.008 -5.164  0.073
H 10.515 -4.184 -3.451  0.107
H 10.925 -5.896 -3.206  0.106
H 8.841 -5.433 -4.180  0.080
C 1.443 -7.343 4.605  -0.089
C 1.522 -8.031 5.995  -0.324
O 1.029 -7.109 6.931  -0.078
H 1.787 -7.940 3.761  0.065
H 1.963 -6.385 4.594  0.068
H 0.402 -7.065 4.442  0.067
H 2.534 -8.329 6.270  0.104
H 0.897 -8.921 5.926  0.105
H 0.170 -7.432 7.214  0.083

The LUMO energy comes out at 0.0030 hartree. The value obtained for the orbital gap is 10.2 eV. Its SMILES is CCO.CCO.CCO.CCO.CCO.CCO.CCO.CCO.CCO.CCO.CCO.

=====

two:
DFT (ωB97M-V with the def2-TZVPD basis set) results for C22H66O11 as an isolated structure.

Each line ends with the Löwdin charge.
Atoms and positions in Å:
C -0.296 -0.885 3.213  -0.070
C 1.119 -1.103 2.959  -0.238
O 1.742 -0.027 2.377  -0.081
H -0.515 0.019 3.781  0.048
H -0.697 -1.739 3.758  0.127
H -0.878 -0.828 2.293  0.049
H 1.155 -1.903 2.219  0.118
H 1.740 -1.335 3.825  0.141
H 2.674 -0.258 2.384  0.163
C -3.560 1.041 2.502  -0.050
C -2.120 0.776 2.018  -0.303
O -1.592 1.855 1.262  -0.089
H -3.588 1.970 3.070  0.068
H -3.948 0.304 3.205  0.079
H -4.324 1.177 1.736  0.051
H -2.074 -0.143 1.434  0.044
H -1.536 0.629 2.926  0.062
H -0.655 1.701 1.116  -0.129
C 1.562 -2.188 -0.738  -0.128
C 2.457 -3.336 -1.013  -0.257
O 3.401 -3.330 0.074  -0.076
H 1.055 -2.090 0.222  0.060
H 0.757 -2.237 -1.471  0.085
H 2.111 -1.258 -0.883  0.044
H 3.023 -3.134 -1.922  0.112
H 1.922 -4.285 -0.987  0.122
H 3.719 -4.235 0.106  0.075
C -4.496 -0.701 -0.019  -0.040
C -3.448 0.153 -0.711  -0.209
O -2.252 -0.570 -0.587  -0.155
H -5.458 -0.470 -0.477  0.082
H -4.563 -0.632 1.067  0.064
H -4.305 -1.757 -0.207  0.066
H -3.378 1.113 -0.200  0.116
H -3.603 0.340 -1.773  0.092
H -1.588 -0.114 -1.108  -0.211
C 1.790 -0.856 -3.280  -0.137
C 1.837 -0.534 -4.717  -0.320
O 2.964 -1.154 -5.237  -0.036
H 2.619 -0.461 -2.693  0.112
H 1.774 -1.935 -3.123  0.095
H 0.873 -0.488 -2.819  0.027
H 1.946 0.542 -4.852  0.080
H 0.970 -0.861 -5.291  0.131
H 2.919 -1.064 -6.192  0.092
C -2.334 -0.600 -3.589  0.010
C -1.135 -0.981 -2.695  -0.180
O -0.851 0.078 -1.828  -0.088
H -2.670 -1.383 -4.270  0.091
H -2.015 0.243 -4.202  0.070
H -3.193 -0.360 -2.963  0.057
H -0.183 -1.217 -3.170  0.086
H -1.372 -1.874 -2.117  0.112
H -0.400 0.774 -2.311  -0.126
C 3.051 1.988 0.758  -0.063
C 3.009 2.799 2.074  -0.286
O 4.119 3.697 2.073  -0.079
H 2.842 2.622 -0.104  0.087
H 2.318 1.187 0.657  -0.015
H 4.024 1.502 0.691  0.099
H 3.015 2.208 2.991  0.102
H 2.107 3.408 2.128  0.094
H 4.132 4.057 2.963  0.078
C 0.391 2.187 3.551  -0.043
C -0.355 2.094 4.938  -0.236
O 0.468 2.497 6.088  -0.092
H 1.225 1.486 3.570  0.068
H 0.763 3.205 3.430  0.084
H -0.247 1.889 2.719  0.059
H -0.717 1.079 5.105  0.088
H -1.267 2.691 4.925  0.109
H -0.135 2.526 6.834  0.065
C 1.416 0.335 -0.501  -0.150
C 0.121 0.111 0.301  -0.144
O 0.164 0.964 1.429  -0.164
H 1.290 -0.223 -1.429  0.019
H 2.343 0.018 -0.024  0.095
H 1.342 1.384 -0.787  0.066
H 0.082 -0.918 0.659  0.080
H -0.720 0.361 -0.346  0.113
H 0.768 0.602 2.082  -0.093
C 1.786 2.029 -3.024  -0.069
C 0.320 2.331 -2.739  -0.139
O -0.405 1.240 -3.304  -0.047
H 2.484 2.830 -2.782  0.101
H 1.946 1.822 -4.082  0.063
H 2.160 1.159 -2.485  0.046
H 0.120 3.244 -3.301  0.138
H 0.205 2.411 -1.658  0.139
H -0.558 1.282 -4.251  0.155
C -2.249 -3.326 -0.422  -0.073
C -1.274 -2.627 0.515  -0.253
O -2.051 -1.637 1.167  -0.170
H -3.112 -3.793 0.053  0.083
H -1.723 -4.074 -1.015  0.075
H -2.713 -2.632 -1.123  0.053
H -0.566 -2.142 -0.156  0.049
H -0.762 -3.325 1.178  0.136
H -2.258 -0.933 0.549  -0.137

The LUMO energy comes out at -0.0033 hartree. The value obtained for the orbital gap is 7.6 eV.

=====

Consider the structures shown above. The most stable of them is one.